Record 1
{"formula": "C4H31N2O9S", "method": "ωB97M-V/def2-TZVPD", "species": ["N", "C", "C", "C", "S", "C", "N", "H", "H", "H", "H", "H", "H", "H", "H", "H", "H", "H", "H", "H", "H", "H", "O", "H", "H", "O", "H", "H", "O", "H", "H", "O", "H", "H", "O", "H", "H", "O", "H", "H", "O", "H", "H", "O", "H", "H", "O"], "xyz": [[0.0992, 0.4790, 0.5731], [-0.4170, 0.7889, -0.8165], [0.1921, -0.1549, -1.8987], [0.0138, -1.6544, -1.6765], [-0.4794, -2.4217, -3.2574], [-0.0329, 2.2524, -1.3168], [-0.1431, 3.2292, -0.2513], [-0.0462, -0.4287, 0.9838], [-0.2216, 1.1141, 1.3481], [1.0732, 0.7228, 0.6787], [-1.5131, 0.6102, -0.8129], [1.1854, 0.1739, -2.1908], [-0.3666, -0.0197, -2.8806], [-0.9047, -1.8371, -0.9826], [0.7525, -2.2592, -1.1926], [-1.7638, -2.7506, -3.3614], [1.1322, 2.1356, -1.4042], [-0.4966, 2.5006, -2.3057], [0.6807, 3.7672, -0.1435], [-0.8881, 3.7608, -0.2140], [3.5653, 0.3182, -2.7829], [4.0316, 1.8111, -3.1979], [3.5653, 1.2282, -2.5452], [2.2403, -1.1953, 1.6219], [2.5553, -2.8325, 1.6224], [1.9154, -2.1116, 1.7331], [-0.6801, -1.3465, 4.3873], [-1.8032, -2.3383, 3.9602], [-1.2453, -1.5608, 3.6577], [0.2431, -2.3265, 1.2236], [-0.8870, -2.6301, 2.1331], [-0.6975, -2.4176, 1.2434], [-3.1033, -0.9758, 0.2399], [-2.3878, -0.9830, 1.7594], [-2.5435, -0.4296, 0.9019], [3.7736, 1.5265, -0.8166], [2.5433, 2.3746, -0.4547], [3.3337, 2.0129, -0.1244], [3.1548, 0.7281, 0.8398], [2.8202, 1.0863, 2.3687], [2.5988, 0.4699, 1.6399], [-3.9590, -1.9196, -1.5609], [-4.5539, -2.2480, -0.2415], [-3.6887, -2.0969, -0.6020], [-2.5115, 1.3080, 1.0578], [-3.4009, 2.2629, 1.8891], [-2.7351, 2.2770, 1.1688]], "forces_ev_per_a": [[-0.287, 2.529, 0.601], [-0.691, -0.105, -1.753], [-0.979, 0.091, -0.667], [-3.900, -0.358, 1.187], [1.736, -0.642, -1.297], [2.251, -0.994, 1.601], [3.956, -3.567, -0.292], [-0.630, -1.235, -0.532], [-0.768, -0.084, -1.337], [1.085, -0.393, -0.287], [0.846, 0.312, 0.278], [0.462, -0.220, 0.391], [0.370, 0.515, 1.422], [1.523, 0.531, -0.999], [0.884, -0.056, -0.127], [-0.460, 0.253, 1.089], [-2.198, 0.266, -0.822], [0.362, -0.392, 0.894], [0.532, 0.644, -0.023], [-4.816, 3.001, 0.219], [0.351, -0.946, -0.961], [-0.563, -1.334, 0.644], [0.368, 1.956, -0.263], [0.821, -0.569, 0.313], [0.029, 0.912, -0.027], [-0.496, -0.450, -0.123], [0.445, 0.104, 0.742], [0.974, 1.495, -0.173], [-1.746, -1.531, 0.101], [1.525, -0.411, 0.191], [-0.068, -0.207, 1.419], [-0.961, 0.013, -2.013], [1.159, 0.612, 1.378], [-0.432, 1.383, -2.596], [-0.394, -1.309, 1.814], [0.088, 0.236, -1.260], [-1.239, 0.615, -0.922], [1.825, -0.129, 1.774], [-0.735, 0.540, 1.370], [0.042, -0.543, -0.744], [0.525, -0.111, 0.330], [0.942, -0.280, 1.664], [-0.775, -0.372, 0.781], [-0.746, 0.127, -3.015], [-0.743, 0.932, 0.142], [0.580, 0.088, -0.711], [-0.056, -0.917, 0.597]], "charge": 1, "max_force_ev_per_a": 5.68, "orbital_gap_ev": 9.1, "e_above_lowest_kcal_mol": 47.80, "homo_energy_ev": -11.53, "e_lumo_ha": -0.0908}

=====

Record 2
{"formula": "C47H58BrIKN4O8PS4", "method": "ωB97M-V/def2-TZVPD", "species": ["K", "C", "C", "C", "C", "C", "C", "C", "S", "O", "O", "N", "C", "C", "C", "C", "C", "C", "C", "C", "N", "C", "H", "H", "H", "H", "H", "H", "H", "H", "H", "H", "H", "H", "H", "S", "C", "N", "C", "C", "C", "C", "C", "C", "S", "H", "H", "H", "H", "O", "H", "H", "O", "H", "H", "O", "O", "O", "S", "N", "Br", "C", "C", "C", "C", "C", "C", "I", "H", "H", "H", "H", "O", "P", "C", "C", "C", "C", "C", "C", "C", "C", "C", "C", "C", "C", "C", "C", "C", "C", "C", "C", "H", "H", "H", "H", "H", "H", "H", "H", "H", "H", "H", "H", "H", "H", "H", "H", "H", "H", "H", "H", "H", "H", "H", "H", "H", "H", "H", "H", "H", "H", "H", "H", "H"], "xyz": [[11.9381, 14.6584, 15.7425], [10.8235, 12.9209, 23.4955], [11.4102, 12.3264, 22.2793], [11.4437, 10.9241, 22.0839], [11.8862, 10.4343, 20.8742], [12.2194, 11.2886, 19.8160], [12.3129, 12.6622, 20.0463], [11.9609, 13.1729, 21.3172], [12.4620, 10.6673, 18.1276], [12.1829, 9.2181, 18.2346], [11.5192, 11.3744, 17.1990], [15.3840, 11.4337, 15.3854], [14.8596, 10.5449, 14.5448], [15.4469, 9.2617, 14.6224], [14.8412, 8.1959, 13.9411], [13.6318, 8.3309, 13.3275], [13.1393, 9.6346, 13.0451], [12.2305, 9.8890, 11.9866], [12.0329, 11.2006, 11.5881], [12.6130, 12.2036, 12.3412], [13.4499, 12.0232, 13.3495], [13.7673, 10.7570, 13.6780], [10.2481, 12.2026, 24.0849], [10.0511, 13.6436, 23.1764], [11.5441, 13.4642, 24.1432], [11.1376, 10.2871, 22.9151], [12.0064, 9.3773, 20.7094], [12.6294, 13.3196, 19.2279], [12.1460, 14.2197, 21.5461], [16.3619, 9.1620, 15.2596], [15.3650, 7.2352, 13.8176], [13.1084, 7.4932, 12.9212], [11.5951, 9.0887, 11.5626], [11.3152, 11.4676, 10.8058], [12.3880, 13.2527, 12.1861], [8.8917, 12.1420, 11.7705], [9.5718, 13.6239, 11.2858], [10.7634, 14.2512, 11.4454], [10.8451, 15.4125, 10.7373], [11.9840, 16.2458, 10.4817], [11.8714, 17.3726, 9.6698], [10.6543, 17.6891, 8.9822], [9.5721, 16.8593, 9.1762], [9.6523, 15.7562, 10.0173], [8.3989, 14.6586, 10.3604], [12.9479, 16.0054, 10.9094], [12.7303, 18.0818, 9.6226], [10.5836, 18.5813, 8.4100], [8.6615, 17.1223, 8.6952], [10.4347, 12.6355, 15.2334], [10.2105, 12.4368, 14.2820], [10.6125, 11.7873, 15.7093], [11.1566, 15.0913, 18.5671], [10.4853, 14.4908, 18.9682], [10.6902, 15.8566, 18.0584], [14.9971, 12.6854, 14.9920], [14.4722, 13.3957, 15.9864], [7.5575, 16.9503, 17.6147], [8.7060, 17.2991, 16.7525], [10.0924, 16.8039, 16.7445], [6.7836, 15.1284, 21.2875], [6.3199, 13.3203, 21.3139], [5.7931, 12.7403, 22.4710], [5.5095, 11.3674, 22.4539], [5.8532, 10.5742, 21.3625], [6.4858, 11.1005, 20.2889], [6.6073, 12.5612, 20.2037], [7.1659, 13.4123, 18.3288], [5.7520, 13.3783, 23.3333], [5.1055, 10.8976, 23.3511], [5.6316, 9.4843, 21.4833], [6.8834, 10.5600, 19.4427], [14.0836, 16.6281, 15.6871], [14.5590, 17.9894, 16.1962], [13.2178, 19.3012, 15.9957], [12.2130, 18.9908, 14.8908], [12.4870, 19.6028, 13.5309], [12.8598, 21.0744, 13.6582], [14.0783, 21.3051, 14.5757], [13.7497, 20.7719, 15.9507], [14.8544, 18.0019, 18.0326], [15.3578, 16.6150, 18.5176], [15.4768, 16.6565, 20.0355], [16.4803, 17.6700, 20.5833], [16.8584, 18.7296, 19.4921], [15.7019, 19.1799, 18.6453], [16.1358, 18.5157, 15.2767], [17.5097, 18.1281, 15.9336], [18.6856, 18.0070, 14.8963], [18.3525, 17.0083, 13.7507], [16.8421, 16.8796, 13.5087], [16.0335, 18.1144, 13.7970], [12.6956, 19.2406, 16.9574], [11.2880, 19.4286, 15.2318], [11.9054, 17.9484, 14.8528], [11.5711, 19.4604, 12.9139], [13.2607, 19.0598, 12.9958], [12.0385, 21.5831, 14.0730], [13.0223, 21.5017, 12.6643], [14.2611, 22.4233, 14.5895], [14.9391, 20.9362, 14.0497], [12.9094, 21.3824, 16.2918], [14.5777, 20.8682, 16.6941], [13.8104, 17.9952, 18.3472], [16.3794, 16.3234, 18.2006], [14.6172, 15.8487, 18.2152], [15.6816, 15.6663, 20.4328], [14.5140, 16.8780, 20.4302], [17.3640, 17.1327, 20.9042], [16.0617, 18.2095, 21.4497], [17.6202, 18.3211, 18.8114], [17.3242, 19.6186, 19.9168], [16.1503, 19.8294, 17.8641], [15.0068, 19.8315, 19.1998], [16.1210, 19.6514, 15.3353], [17.4895, 17.1718, 16.4496], [17.7720, 18.9087, 16.6601], [19.5967, 17.6861, 15.4326], [18.9218, 19.0209, 14.4760], [18.8246, 16.0877, 14.0742], [18.8135, 17.3203, 12.8335], [16.3802, 15.9980, 14.0765], [16.7554, 16.5694, 12.4744], [14.9810, 17.8670, 13.5794], [16.3044, 18.9736, 13.1394]], "forces_ev_per_a": [[0.136, 0.082, 0.378], [-0.876, 0.904, 0.802], [0.791, -0.770, -0.449], [0.060, 1.390, 0.207], [0.249, -0.118, -0.481], [-1.257, 0.525, 0.467], [-0.048, -0.109, 0.525], [0.326, -0.675, -0.939], [2.474, 0.163, -1.403], [-0.610, -0.743, 0.533], [-0.536, 0.094, 0.996], [-0.774, 3.748, 0.815], [1.326, -2.577, -0.515], [0.038, 0.433, 0.175], [1.029, -0.813, 0.459], [-0.189, 1.235, -0.526], [0.331, -0.025, 0.338], [-0.861, 0.615, 0.092], [-0.720, -1.506, -0.395], [1.178, 1.393, 1.222], [-0.630, -0.852, -0.639], [-0.727, 0.153, -1.457], [0.369, -0.162, 0.135], [0.362, 0.030, 0.200], [-0.343, -0.364, -0.310], [0.003, -0.028, -0.308], [-0.311, -0.311, -0.185], [-0.152, -0.176, 0.427], [-0.415, 0.004, -0.132], [-0.982, -0.060, -0.786], [-0.349, 0.366, 0.665], [-0.058, -0.471, -0.414], [0.752, 0.363, 0.144], [0.418, -0.190, 0.324], [-0.233, -0.390, -0.399], [0.661, 0.320, 0.335], [0.200, 1.344, -0.021], [-1.501, -1.267, -0.070], [-0.377, 0.913, -1.774], [-0.832, -0.307, 0.185], [-0.371, 0.582, -0.244], [1.611, -0.938, 1.616], [0.433, 0.188, 0.193], [0.748, 0.801, 0.215], [0.385, -0.792, 0.193], [-0.032, -0.034, 0.255], [-0.663, -0.750, -0.189], [-0.069, 0.539, -0.488], [-0.787, -0.062, -0.338], [-0.487, -0.647, -1.613], [0.115, 0.043, 1.383], [0.095, 0.731, -0.157], [-0.643, 0.404, 0.010], [0.595, 0.854, -0.674], [0.214, -1.382, 0.554], [-0.600, -1.341, 2.048], [1.716, -0.464, -0.782], [0.695, -0.516, 0.438], [-0.051, 0.991, -1.273], [-0.567, -0.144, 0.691], [-0.103, 0.660, 0.309], [0.131, -0.336, -0.180], [0.365, -0.968, -0.651], [0.091, 1.200, 0.793], [-0.531, -1.694, 1.239], [0.256, 3.113, -1.289], [0.172, -2.221, -0.797], [-0.006, -0.464, 0.827], [-0.466, -0.096, 0.399], [0.013, 0.133, -0.241], [0.451, 0.987, -0.459], [-0.236, -0.309, 0.067], [0.496, 1.729, 0.744], [-0.058, -1.202, -0.832], [1.208, -0.003, -0.041], [-0.605, 0.157, 0.242], [-0.325, -0.343, -0.352], [1.026, -0.649, -0.677], [-0.742, 1.570, -0.984], [0.290, -0.649, 0.618], [0.881, -0.645, -0.643], [0.376, -0.152, 0.250], [-0.299, -0.295, 0.210], [0.057, 1.028, -0.728], [0.482, -0.860, 0.517], [-1.116, 0.412, -0.912], [0.121, 1.587, 0.878], [0.367, 0.046, -0.775], [-0.460, 0.994, -0.095], [-0.198, 0.615, 1.527], [-0.047, -2.085, 0.394], [-0.667, 0.383, -0.196], [0.001, -0.325, -0.126], [-0.542, 0.451, 0.221], [0.563, -0.236, -0.048], [0.532, 0.255, 0.316], [0.321, -0.086, -0.075], [-1.284, 0.832, 0.621], [0.140, 0.031, 0.052], [-0.201, -1.024, 0.347], [0.646, -0.725, 0.163], [0.104, 0.119, 0.259], [-0.548, 0.172, -0.569], [-0.044, 0.407, 0.432], [-0.661, 0.206, -0.647], [0.660, 0.305, 0.042], [0.222, -0.215, -0.099], [-1.058, 0.318, 0.353], [0.368, 0.137, 0.171], [0.158, -0.304, -0.194], [-0.160, -0.144, 0.244], [0.045, -0.011, 0.299], [-0.473, -0.328, 0.173], [0.287, -0.152, 0.016], [-0.091, -1.195, -0.113], [-0.333, -0.113, 0.168], [-0.034, -0.344, -0.062], [-0.366, 0.145, -0.180], [-0.291, -0.695, 0.317], [-0.251, -0.538, -0.361], [0.464, 0.218, -0.444], [0.674, 1.263, -0.417], [-0.400, 0.081, -0.356], [0.356, 0.165, -0.092], [0.010, -0.541, 0.371]], "charge": -2, "max_force_ev_per_a": 3.91, "orbital_gap_ev": [3.8, 3.8], "e_above_lowest_kcal_mol": 0.00, "homo_energy_ev": [-1.75, -1.75], "e_lumo_ha": [0.0769, 0.0770]}

=====

Number 1: DFT total energy -36887.0155 eV. Number 2: DFT total energy -219114.8813 eV.